This record from OMol25 describes a molecular structure, C3H4I2 at a distorted geometry. The level of theory is wB97M-V/def2-TZVPD.

E_HOMO = -9.2 eV
frontier orbital gap = 8.5894 eV
ΔE to the lowest compared entry with this formula, charge and spin = 4.4 kcal/mol
E = -19375.781 eV
lowest unoccupied orbital energy = -0.597 eV

```
9
Properties=species:S:1:pos:R:3:forces:R:3
C -1.0654 -0.5366 0.9877 1.1 1.3 -0.9
C -0.5726 0.3111 0.0784 -0.1 -0.4 -0.1
C 0.8360 0.2560 -0.4264 1.0 -0.5 -0.9
I 1.3907 2.1101 -1.4367 -0.2 -0.6 0.6
I 1.3360 -1.4284 -1.8862 -0.6 0.6 0.5
H -2.0279 -0.5522 1.4054 -1.3 0.4 0.1
H -0.4039 -1.2069 1.4409 1.0 -1.2 0.5
H -1.1489 1.0994 -0.3953 -0.3 -0.3 0.1
H 1.6560 -0.0524 0.2322 -0.7 0.7 0.3
```
Forces are in eV/Å.